1.
This record from the OMol25 dataset describes a 3-piece molecular cluster, C3H11O3 overall. The level of theory is wB97M-V/def2-TZVPD.

```
17
Properties=species:S:1:pos:R:3:forces:R:3:nbo_charge:R:1
C 0.198 0.756 0.548 0.9 0.7 -1.9 -0.0012
O 0.212 -0.563 0.307 0.1 -0.6 0.6 -1.0065
C 0.424 1.532 -0.834 0.2 0.8 1.6 -0.4224
C -0.845 1.585 -1.684 1.0 -0.5 -0.5 -0.6217
H -0.773 1.151 0.906 0.0 0.1 0.6 0.0907
H 1.048 1.143 1.193 -0.6 -0.2 0.1 0.0721
H 0.792 2.561 -0.667 -0.3 0.1 0.3 0.1473
H 1.327 1.073 -1.255 -0.6 -0.4 -0.5 0.1925
H -0.590 2.028 -2.648 -0.1 -0.3 -0.4 0.1782
H -1.174 0.549 -1.793 -0.3 0.2 -0.2 0.2245
H -1.656 2.214 -1.318 0.1 -0.1 0.6 0.1844
H 0.730 -3.695 0.183 0.1 -0.6 -0.1 0.4319
H 0.374 -2.267 0.033 -0.3 0.7 -1.0 0.5211
O 0.322 -3.124 -0.468 0.2 0.1 0.9 -0.9814
H -0.224 -2.210 2.049 -0.6 -0.6 -0.7 0.4713
H 0.240 -1.024 2.608 -0.3 0.5 0.1 0.4819
O -0.403 -1.709 2.840 0.7 0.1 0.6 -0.9627
```
Positions in Å, forces in eV/Å.

Net charge: -1
HOMO-LUMO gap in eV: 7.34
Highest occupied orbital energy in eV: -3.149


2.
This record from the OMol25 dataset describes a 3-piece molecular cluster, C3H11O3S overall. The level of theory is wB97M-V/def2-TZVPD.

```
18
Properties=species:S:1:pos:R:3:forces:R:3:mulliken_spin:R:1
C 0.966 -1.405 0.324 0.2 -0.2 -0.3 -0.0206
O 1.565 -0.399 -0.427 -0.1 -0.7 1.5 0.8423
C -0.363 -1.004 0.929 -0.3 0.5 1.5 0.0597
C -1.393 -0.583 -0.083 -0.4 0.3 -1.3 0.0051
S -2.575 0.787 0.386 1.0 -1.2 0.6 0.0032
H 0.891 -2.340 -0.235 0.1 0.0 -0.1 -0.0006
H 1.579 -1.574 1.221 0.5 0.0 -0.3 0.0704
H -0.168 -0.240 1.696 0.0 0.3 -0.5 -0.0003
H -0.702 -1.840 1.551 -0.1 -0.1 -0.3 -0.0013
H -0.869 -0.195 -0.954 0.0 0.1 -0.1 -0.0040
H -1.921 -1.473 -0.449 -0.2 0.3 0.2 0.0005
H -2.254 0.575 1.679 -0.5 0.4 -0.1 0.0003
H 1.491 0.813 -2.969 -0.1 -0.3 0.2 -0.0025
H 1.316 -0.377 -1.946 0.0 0.7 -1.3 -0.0041
O 0.963 0.022 -2.786 0.0 -0.2 0.1 0.0509
H 2.389 1.078 2.130 0.4 0.5 0.3 0.0006
H 2.178 0.978 0.699 0.4 0.5 -0.4 -0.0037
O 2.718 1.497 1.322 -0.7 -0.8 0.2 0.0040
```
Positions in Å, forces in eV/Å.

HOMO-LUMO gap (spin up / spin down) in eV: 9.85 / 6.30
⟨S²⟩: 0.7542
Highest occupied orbital energy (spin up / spin down) in eV: -9.367 / -9.363
Spin multiplicity: 2


3.
This record from the OMol25 dataset describes a 3-piece molecular cluster, C3H11O4 overall. The level of theory is wB97M-V/def2-TZVPD.

```
18
Properties=species:S:1:pos:R:3:forces:R:3:mulliken_spin:R:1
C -1.527 -0.532 1.284 1.0 2.2 0.0 0.0849
C -1.724 -0.666 -0.325 -0.2 -0.7 0.7 0.0044
O -0.613 -0.948 -1.116 2.6 0.1 2.5 0.3365
C -0.176 0.300 1.455 1.9 -0.8 1.1 0.0082
O 0.881 -0.097 0.597 -1.4 -1.0 -0.1 0.4786
H -1.398 -1.573 1.752 -0.5 1.7 -0.7 -0.0007
H -2.263 0.222 1.859 1.0 -2.4 -1.5 -0.0050
H -2.352 -1.521 -0.325 -0.6 -1.6 0.0 0.0481
H -2.333 -0.031 -0.931 -0.3 1.7 0.6 -0.0004
H 0.353 -0.861 -0.406 -2.1 0.3 -0.7 -0.0325
H -0.239 1.431 1.446 -0.4 -1.4 -0.1 -0.0006
H 0.345 -0.073 2.445 -1.4 0.9 -1.1 0.0826
H 1.152 1.016 -0.258 -0.2 2.7 -2.2 -0.0078
H 0.717 1.749 -1.807 1.3 0.1 2.9 -0.0008
O 1.190 1.915 -0.896 -1.0 -2.1 -1.2 0.0055
H 2.240 -0.688 -1.429 -0.4 -1.2 0.1 -0.0015
H 2.740 0.633 -1.537 0.7 -0.1 -0.5 0.0010
O 3.005 -0.277 -1.808 -0.1 1.3 0.3 -0.0003
```
Positions in Å, forces in eV/Å.

HOMO-LUMO gap (spin up / spin down) in eV: 10.97 / 6.87
⟨S²⟩: 0.7602
Highest occupied orbital energy (spin up / spin down) in eV: -10.514 / -10.467
Spin multiplicity: 2


4.
This record from the OMol25 dataset describes the molecule C3H12ClN2PSSi. The level of theory is wB97M-V/def2-TZVPD.

```
21
Properties=species:S:1:pos:R:3:forces:R:3:mulliken_spin:R:1
C 0.699 1.198 1.205 -0.2 -0.4 -0.4 -0.0044
C 0.722 -0.158 -1.687 0.2 -0.1 0.7 0.0245
C 0.493 -1.965 0.970 -0.2 0.6 -0.4 0.0080
N -2.252 1.020 -1.132 -2.6 5.1 -2.2 0.6100
N -3.572 1.855 -1.220 2.6 -2.0 -0.7 0.4771
Si 0.187 -0.284 0.130 -0.3 0.0 -0.4 0.0306
P -2.073 0.009 0.035 2.0 -4.4 2.1 0.4106
S -2.899 0.602 1.907 -1.3 2.7 2.3 0.3934
Cl -3.068 -1.814 -0.228 -0.3 -1.0 -1.0 0.1187
H 0.076 1.262 2.096 -0.1 -0.1 0.0 0.0047
H 1.735 1.142 1.525 0.2 -0.1 0.0 0.0000
H 0.567 2.127 0.653 0.0 0.1 -0.1 0.0036
H 0.257 0.714 -2.136 0.0 0.2 0.0 0.0040
H 1.798 -0.065 -1.785 0.3 0.0 -0.1 0.0052
H 0.403 -1.028 -2.254 -0.1 -0.2 0.0 -0.0120
H 0.257 -2.790 0.304 -0.1 0.0 -0.1 0.0029
H 1.531 -2.067 1.270 0.2 0.1 0.0 -0.0029
H -0.124 -2.077 1.861 -0.1 0.1 0.1 -0.0022
H -4.212 1.294 -1.778 -0.5 -0.1 0.4 -0.0120
H -3.283 2.648 -1.785 -0.1 0.1 0.1 -0.0520
H -2.682 -0.580 2.478 0.2 -0.4 -0.5 -0.0075
```
Positions in Å, forces in eV/Å.

HOMO-LUMO gap (spin up / spin down) in eV: 4.78 / 6.22
⟨S²⟩: 2.0119
Highest occupied orbital energy (spin up / spin down) in eV: -4.072 / -9.031
Spin multiplicity: 3


5.
This record from the OMol25 dataset describes C3H12F2O3V as an isolated structure. The level of theory is wB97M-V/def2-TZVPD.

```
21
Properties=species:S:1:pos:R:3:forces:R:3:mulliken_spin:R:1
V -1.652 0.174 2.398 -1.3 -2.6 -2.9 3.0019
F -3.228 -0.758 1.393 2.2 1.4 1.8 -0.0010
F -0.571 0.392 0.669 0.0 0.4 0.7 -0.0007
C 1.823 0.022 -1.667 0.8 -0.7 1.4 0.0224
O 1.291 -0.978 -0.804 0.9 0.3 -1.5 0.4569
H 1.788 0.958 -1.109 -0.2 0.3 -0.3 0.0087
H 2.860 -0.242 -1.874 -0.1 -0.1 -0.2 0.0120
H 1.274 0.086 -2.606 -0.4 0.0 -0.3 0.0589
H 0.583 -0.542 -0.323 -1.4 0.5 1.1 -0.0029
C -0.539 -2.808 1.833 -0.1 0.1 -0.5 0.0043
O -0.546 -1.760 2.830 -0.4 0.6 0.2 -0.0085
H -0.070 -3.673 2.303 -0.1 -0.1 -0.4 0.0021
H -1.549 -3.036 1.495 0.0 0.1 0.3 -0.0008
H 0.026 -2.432 0.980 0.1 -0.4 0.1 0.0000
H -0.001 -2.105 3.541 -0.1 0.5 0.3 -0.0003
C -0.065 3.018 -1.701 -0.4 0.5 1.0 0.0092
O -1.180 2.216 -1.352 0.6 1.0 -1.0 0.3742
H 0.374 2.703 -2.648 0.0 -0.2 -0.3 0.0525
H -0.369 4.060 -1.802 -0.5 0.0 -0.5 0.0232
H 0.701 3.079 -0.929 0.1 -0.7 0.1 -0.0006
H -0.951 1.628 -0.629 0.2 -1.0 1.0 -0.0117
```
Positions in Å, forces in eV/Å.

Net charge: +1
HOMO-LUMO gap (spin up / spin down) in eV: 8.79 / 3.65
⟨S²⟩: 6.0121
Highest occupied orbital energy (spin up / spin down) in eV: -12.952 / -13.347
Spin multiplicity: 5


6.
This record from the OMol25 dataset describes C3H12FHfN6O3 as an isolated structure. The level of theory is wB97M-V/def2-TZVPD.

```
26
Properties=species:S:1:pos:R:3:forces:R:3:nbo_charge:R:1
Hf -8.460 -10.848 17.353 1.5 0.2 -5.5 2.0563
F -8.975 -11.704 15.382 0.5 1.2 3.3 -0.7860
C -11.909 -13.350 13.875 -0.1 -2.9 -1.4 0.7099
O -12.716 -13.789 13.050 0.3 1.3 0.5 -0.3220
N -11.523 -12.068 13.980 0.8 1.8 -0.1 -0.6401
N -11.149 -14.281 14.525 -0.9 1.2 0.2 -0.6718
H -11.902 -11.363 13.351 -0.5 -0.2 0.1 0.4625
H -10.619 -11.817 14.395 -0.6 -0.2 0.2 0.4195
H -10.376 -13.967 15.096 0.1 -0.7 0.1 0.4144
H -11.550 -15.214 14.472 0.6 -0.2 0.4 0.4740
C -6.283 -9.149 14.940 0.7 2.6 -1.8 0.8132
O -6.931 -9.792 15.813 -1.9 -2.3 2.4 -0.8680
N -5.015 -9.361 14.564 -1.3 -0.9 1.2 -0.7510
N -6.895 -8.108 14.305 -0.1 -1.6 1.0 -0.7882
H -4.563 -8.650 14.018 0.5 -0.2 -0.2 0.4416
H -4.513 -10.132 14.979 0.4 0.3 -0.1 0.4425
H -7.887 -8.051 14.453 0.0 0.7 -0.1 0.4192
H -6.394 -7.478 13.703 -0.2 0.2 -0.2 0.4397
C -8.849 -11.384 11.540 -1.9 0.7 -1.2 0.7168
O -9.248 -11.245 10.373 0.9 -0.4 0.9 -0.3120
N -8.372 -10.426 12.341 0.8 0.2 -0.2 -0.8023
N -9.272 -12.503 12.203 0.2 -0.7 -0.1 -0.5872
H -7.884 -9.687 11.843 -0.1 0.1 0.4 0.4496
H -8.046 -10.754 13.242 0.4 0.5 -0.2 0.3963
H -9.433 -13.349 11.659 -0.2 0.0 0.2 0.4729
H -9.264 -12.449 13.207 0.1 -0.7 0.0 0.4002
```
Positions in Å, forces in eV/Å.

Net charge: +3
HOMO-LUMO gap in eV: 2.48
Highest occupied orbital energy in eV: -19.127


The records above give, respectively, energy relative to the best compared isomer or geometry (same formula, charge and spin) values of 94.4 0.0 165.8 0.0 0.0 639.3 kJ/mol.